Entry from the Open Molecules 2025 dataset: a structure of composition C23H33Cl2N2O6RuSi3 (ωB97M-V with the def2-TZVPD basis set).

Values from the calculation:
Spin multiplicity: 2
Total energy in Eh: -3341.0249
F_max in eV/Å: 0.18
Expectation value of S²: 0.778
Net charge: -2
Lowest unoccupied orbital energy (alpha / beta) in eV: 4.48 / 4.48
Energy relative to the best compared isomer or geometry (same formula, charge and spin) in kJ/mol: 600.1
Molar mass in g mol⁻¹: 689.8

CARTESIAN COORDINATES (ANGSTROEM)
Ru (0.735, 0.408, 0.447)
O (-1.803, -1.472, 5.689)
C (-1.323, -0.777, 4.592)
C (-2.119, -0.323, 3.597)
C (-1.548, 0.374, 2.493)
N (-0.161, 0.433, 2.332)
C (0.572, 0.092, 3.413)
C (0.058, -0.503, 4.547)
C (2.049, 0.429, 3.562)
O (2.622, 0.188, 4.606)
O (2.738, 1.118, 2.660)
C (-2.477, 1.004, 1.618)
O (-3.710, 0.821, 1.652)
O (-1.979, 1.909, 0.726)
H (-2.732, -1.649, 5.510)
H (-3.194, -0.456, 3.605)
H (0.709, -0.746, 5.370)
C (1.995, 1.385, -2.435)
O (1.718, 0.297, -1.588)
Si (0.594, -0.955, -1.963)
C (1.703, -2.349, -2.627)
C (-0.343, -0.388, -3.517)
C (-0.260, -1.085, -0.406)
Si (-2.868, 2.247, -0.642)
C (-4.308, 3.389, -0.259)
C (-1.650, 3.176, -1.716)
C (-3.452, 0.702, -1.500)
Si (-1.098, -2.635, -0.034)
C (-2.424, -2.679, 1.310)
C (-2.018, -3.307, -1.572)
C (0.101, -4.034, 0.452)
H (1.086, 1.912, -2.739)
H (2.521, 1.043, -3.336)
H (2.639, 2.088, -1.905)
H (2.289, -2.007, -3.489)
H (1.109, -3.212, -2.945)
H (2.393, -2.677, -1.848)
H (0.320, -0.235, -4.376)
H (-0.897, 0.535, -3.330)
H (-1.075, -1.154, -3.790)
H (-3.960, 4.292, 0.248)
H (-5.011, 2.873, 0.395)
H (-4.821, 3.694, -1.178)
H (-0.758, 2.560, -1.841)
H (-1.330, 4.103, -1.233)
H (-2.067, 3.415, -2.699)
H (-4.309, 0.275, -0.978)
H (-2.633, -0.025, -1.482)
H (-3.729, 0.903, -2.540)
H (-3.138, -1.858, 1.198)
H (-1.981, -2.595, 2.305)
H (-2.969, -3.630, 1.260)
H (-2.794, -2.602, -1.887)
H (-2.503, -4.266, -1.354)
H (-1.342, -3.458, -2.420)
H (0.658, -3.734, 1.344)
H (0.826, -4.227, -0.343)
H (-0.428, -4.969, 0.674)
Cl (3.167, 3.991, 0.920)
C (4.025, 2.612, 0.309)
C (5.160, 2.828, -0.454)
C (5.852, 1.737, -0.958)
C (5.426, 0.452, -0.668)
C (4.296, 0.261, 0.116)
Cl (3.844, -1.355, 0.521)
C (3.531, 1.332, 0.590)
N (2.302, 1.166, 1.248)
H (5.483, 3.840, -0.655)
H (6.732, 1.889, -1.571)
H (5.963, -0.412, -1.036)

Entry from the Open Molecules 2025 dataset: a cluster of 2 separate species, C23H33F3NO5S2 in total at a distorted geometry (ωB97M-V with the def2-TZVPD basis set).

Values from the calculation:
Total energy in Eh: -2423.0698
F_max in eV/Å: 4.40
Net charge: -1
Lowest unoccupied orbital energy in eV: 2.37
Energy relative to the best compared isomer or geometry (same formula, charge and spin) in kJ/mol: 135.5
Molar mass in g mol⁻¹: 524.6

CARTESIAN COORDINATES (ANGSTROEM)
C (3.758, -1.918, -0.881)
C (2.318, -1.531, -1.129)
O (1.913, -0.920, 0.098)
C (0.699, -0.339, 0.119)
C (0.578, 0.459, 1.420)
C (-0.839, 0.860, 1.766)
O (-1.295, 0.500, 2.839)
C (-1.661, 1.747, 0.882)
C (-2.688, 0.997, 0.044)
C (-3.717, 0.201, 0.874)
C (-3.576, -1.325, 0.701)
C (-3.389, -2.116, 2.002)
C (-2.393, -3.301, 1.877)
C (-0.929, -2.865, 1.720)
C (-0.310, -2.281, 2.991)
C (1.115, -1.733, 2.808)
C (1.324, -0.229, 2.571)
O (-0.152, -0.561, -0.723)
H (4.252, -2.253, -1.790)
H (4.316, -1.073, -0.457)
H (3.833, -2.746, -0.165)
H (2.204, -0.791, -1.930)
H (1.703, -2.407, -1.336)
H (-2.178, 2.464, 1.545)
H (-1.003, 2.321, 0.207)
H (-3.215, 1.730, -0.586)
H (-2.134, 0.332, -0.638)
H (-3.643, 0.499, 1.933)
H (-4.724, 0.484, 0.536)
H (-4.503, -1.690, 0.231)
H (-2.765, -1.553, -0.007)
H (-3.059, -1.447, 2.812)
H (-4.365, -2.532, 2.296)
H (-2.499, -3.939, 2.769)
H (-2.667, -3.903, 0.997)
H (-0.328, -3.733, 1.404)
H (-0.846, -2.126, 0.908)
H (-0.947, -1.487, 3.397)
H (-0.293, -3.079, 3.752)
H (1.629, -1.936, 3.757)
H (1.655, -2.325, 2.058)
H (2.391, -0.052, 2.363)
H (1.055, 0.293, 3.495)
C (3.683, 1.788, -1.213)
N (2.258, 1.768, -1.326)
S (1.309, 1.944, 0.850)
C (2.328, 3.515, 1.396)
F (2.756, 4.240, 0.342)
F (1.420, 4.241, 2.085)
F (3.385, 3.178, 2.162)
S (1.617, 2.833, -2.348)
C (0.333, 1.828, -3.102)
C (0.682, 0.853, -4.031)
C (-0.310, 0.007, -4.539)
C (-1.640, 0.147, -4.139)
C (-1.994, 1.155, -3.244)
C (-1.013, 2.020, -2.743)
O (0.852, 3.897, -1.717)
O (2.580, 3.167, -3.374)
H (3.932, 1.381, -0.218)
H (4.022, 1.052, -1.966)
H (4.164, 2.763, -1.359)
H (1.713, 0.765, -4.349)
H (-0.030, -0.786, -5.229)
H (-2.410, -0.549, -4.492)
H (-3.025, 1.253, -2.913)
H (-1.238, 2.843, -2.064)

Entry from the Open Molecules 2025 dataset: an isolated molecule of C23H33N5O3S at a distorted geometry (ωB97M-V with the def2-TZVPD basis set).

Values from the calculation:
Total energy in Eh: -1793.9782
F_max in eV/Å: 1.14
Lowest unoccupied orbital energy in eV: 0.55
Energy relative to the best compared isomer or geometry (same formula, charge and spin) in kJ/mol: 10.7
Molar mass in g mol⁻¹: 459.6

CARTESIAN COORDINATES (ANGSTROEM)
C (4.529, 3.344, -0.309)
C (3.742, 2.387, 0.580)
N (2.597, 1.854, -0.108)
C (1.301, 2.292, -0.115)
C (0.780, 3.437, 0.684)
N (-0.657, 3.500, 0.586)
C (-1.436, 2.875, 1.511)
O (-1.019, 2.505, 2.585)
C (-2.885, 2.728, 1.061)
C (-2.912, 1.736, -0.069)
C (-2.991, 0.374, 0.198)
C (-2.910, -0.549, -0.821)
C (-2.721, -0.136, -2.140)
O (-2.607, -1.131, -3.063)
C (-2.329, -0.777, -4.396)
C (-2.674, 1.224, -2.419)
C (-2.774, 2.141, -1.388)
N (0.574, 1.535, -0.885)
N (1.363, 0.579, -1.407)
C (2.571, 0.771, -0.942)
S (3.979, -0.190, -1.265)
C (3.170, -1.720, -1.833)
C (2.576, -2.465, -0.637)
O (3.213, -3.300, -0.029)
N (1.323, -2.092, -0.339)
C (0.582, -2.629, 0.786)
C (-0.492, -3.593, 0.274)
C (-1.319, -4.152, 1.425)
C (-1.967, -3.017, 2.210)
C (-0.900, -2.061, 2.730)
C (-0.043, -1.488, 1.601)
C (1.026, -0.566, 2.182)
H (3.906, 4.180, -0.622)
H (5.385, 3.730, 0.236)
H (4.885, 2.822, -1.194)
H (3.390, 2.896, 1.481)
H (4.377, 1.545, 0.870)
H (1.024, 3.294, 1.743)
H (1.218, 4.381, 0.339)
H (-1.016, 3.531, -0.357)
H (-3.472, 2.374, 1.908)
H (-3.261, 3.700, 0.739)
H (-3.113, 0.040, 1.218)
H (-2.981, -1.607, -0.626)
H (-1.398, -0.205, -4.470)
H (-3.148, -0.201, -4.839)
H (-2.220, -1.717, -4.935)
H (-2.555, 1.583, -3.429)
H (-2.758, 3.196, -1.632)
H (3.967, -2.314, -2.276)
H (2.423, -1.441, -2.574)
H (0.876, -1.359, -0.879)
H (1.304, -3.178, 1.400)
H (-0.007, -4.406, -0.271)
H (-1.140, -3.058, -0.425)
H (-2.085, -4.826, 1.036)
H (-0.671, -4.729, 2.089)
H (-2.539, -3.422, 3.048)
H (-2.661, -2.477, 1.563)
H (-1.367, -1.237, 3.273)
H (-0.252, -2.595, 3.429)
H (-0.678, -0.903, 0.926)
H (1.707, -0.227, 1.405)
H (0.560, 0.304, 2.639)
H (1.612, -1.088, 2.936)